Record 1
Molecular formula: C4H10O
Method: DFT, ωB97M-V/def2-TZVPD

The strongest force on any atom comes out at 4.969 eV Å⁻¹. Its net charge is 0. The HOMO-LUMO gap comes out at 10.81 eV. The energy relative to the best compared isomer or geometry (same formula, charge and spin) comes out at 2.151 eV.

The geometry in XYZ format:
```
15
Properties=species:S:1:pos:R:3:forces:R:3:mulliken_charge:R:1
C 0.940 -0.014 2.406 -1.06 2.16 -2.10 -0.71
C 0.607 0.004 3.973 0.08 -1.38 -2.28 -0.87
H 0.561 0.960 1.782 0.59 -1.78 2.04 0.20
H 2.050 0.084 2.193 -1.27 -0.74 0.40 0.26
H 0.405 -0.778 1.702 1.31 0.67 1.90 0.24
H -0.312 -0.495 4.247 -0.98 0.68 -0.44 0.30
H 0.744 0.945 4.446 -0.13 0.85 0.16 0.28
H 1.225 -0.701 4.469 1.46 -0.46 0.32 0.29
O -2.390 0.267 -2.585 4.70 -1.11 -1.15 -0.51
C -1.183 -0.012 -2.872 -3.08 0.40 3.11 0.27
C -0.637 -0.070 -4.266 -0.93 3.48 1.81 -0.72
H -0.400 -0.216 -1.964 -1.62 0.48 -1.86 0.16
H -0.359 1.071 -4.369 -0.22 -2.20 -0.47 0.22
H 0.194 -0.694 -4.269 1.59 -0.95 -0.46 0.31
H -1.446 -0.352 -4.892 -0.43 -0.10 -0.97 0.26
```
Positions in Å, forces in eV/Å.



Record 2
Molecular formula: C4H10O
Method: DFT, ωB97M-V/def2-TZVPD

The strongest force on any atom comes out at 1.325 eV Å⁻¹. Its net charge is 0. The HOMO-LUMO gap comes out at 9.77 eV. The energy relative to the best compared isomer or geometry (same formula, charge and spin) comes out at 1.014 eV.

The geometry in XYZ format:
```
15
Properties=species:S:1:pos:R:3:forces:R:3:mulliken_charge:R:1
C 0.307 -0.024 -0.078 0.31 0.19 -0.02 -0.12
C 1.271 0.754 -0.596 -0.72 0.46 0.35 -0.04
C -1.160 0.061 -0.401 0.11 0.07 -0.86 -0.81
C 2.730 0.771 -0.259 0.15 -1.19 -0.13 -1.07
H 0.510 -0.841 0.626 0.44 0.51 -0.04 0.25
H 1.017 1.506 -1.356 -0.35 -0.24 0.28 0.26
H -1.755 0.537 0.397 0.39 -0.26 -0.24 0.13
H -1.537 -0.964 -0.557 -0.06 0.53 0.08 0.26
H -1.301 0.633 -1.334 -0.07 -0.13 0.32 0.32
H 3.133 1.669 0.239 -0.51 -0.20 -0.26 0.28
H 3.256 0.635 -1.219 0.23 0.09 0.46 0.28
H 2.931 -0.105 0.380 0.25 0.36 -0.17 0.28
O -2.821 -1.393 1.586 -1.08 -0.64 -0.42 -0.65
H -3.523 -0.900 1.104 0.72 -0.58 0.50 0.34
H -3.058 -2.341 1.468 0.19 1.02 0.15 0.31
```
Positions in Å, forces in eV/Å.



Number 1: HOMO -9.9 eV. Number 2: HOMO -8.9 eV.